# C10H14BEuFN6

A molecular structure, C10H14BEuFN6 (wB97M-V/def2-TZVPD, the Open Molecules 2025 dataset).

Atoms and positions in Å:
C (0.479275, 2.649446, 1.731367)
N (0.373455, 1.503415, 1.021322)
N (-0.486459, 1.773482, -0.044060)
C (-0.812223, 3.087488, -0.031168)
C (-0.223119, 3.685434, 1.083550)
B (-0.876085, 0.692400, -1.101805)
N (0.367930, -0.216452, -1.391434)
N (1.270164, -0.594283, -0.404490)
C (2.311843, -1.200443, -1.029206)
C (2.084641, -1.218931, -2.416115)
C (0.866408, -0.569294, -2.600603)
Eu (2.377096, 0.011719, 1.752102)
N (-2.170573, -0.145740, -0.775197)
N (-2.273090, -1.061313, 0.247397)
C (-3.510895, -1.578992, 0.193621)
C (-4.233022, -0.995603, -0.876551)
C (-3.341512, -0.102091, -1.462653)
H (-3.895257, -2.334381, 0.867440)
H (-3.465380, 0.536522, -2.318869)
H (-5.242806, -1.194432, -1.178998)
H (-1.129720, 1.284676, -2.128961)
H (0.346765, -0.280191, -3.500310)
H (-1.418513, 3.509915, -0.824369)
H (2.748035, -1.600523, -3.173683)
H (-0.275322, 4.717377, 1.384698)
H (3.167291, -1.581437, -0.470595)
H (1.032111, 2.664188, 2.666002)
H (1.956530, -2.409084, 1.468327)
C (2.789671, -2.309093, 2.190842)
H (3.306930, -3.270324, 2.270737)
H (3.605318, -1.595582, 1.840200)
H (2.404616, -2.053230, 3.192655)
F (1.865899, 0.195358, 3.818808)

Cartesian forces (eV/Å) of the 6 atoms listed first:
-0.6 0.0 -1.3
-0.2 0.4 0.6
1.1 -0.7 0.7
0.5 -0.3 0.7
0.0 -0.5 -0.1
0.6 0.8 -0.5

Relative energy (zero: lowest compared OMol25 entry of this formula, charge and spin)   0.00 kJ/mol
HOMO (alpha / beta)   -0.566 / -0.566 Eh
Total charge   +2
Max |F|   0.1099 hartree/bohr
2S+1   8
Gap between HOMO and LUMO (alpha / beta)   5.51 / 5.31 eV
E   -42243.7643 eV
LUMO (alpha / beta)   -9.878 / -10.088 eV

# C27H53ClIrN7OSSb

A molecular structure, C27H53ClIrN7OSSb (wB97M-V/def2-TZVPD, the Open Molecules 2025 dataset).

Atoms and positions in Å:
Ir (-0.573731, 2.491847, 1.220535)
N (-1.289435, 4.181923, 2.408898)
C (-2.652548, 4.760536, 2.228991)
C (-2.829120, 5.397395, 0.867319)
C (-2.929166, 4.352127, -0.210777)
N (-1.636825, 3.635101, -0.408601)
H (-1.215171, 3.873469, 3.376177)
H (-0.610302, 4.930360, 2.291867)
H (-2.823595, 5.507540, 3.003859)
H (-3.378413, 3.958396, 2.366833)
H (-2.016275, 6.102828, 0.655736)
H (-3.751801, 5.977220, 0.874454)
H (-3.225721, 4.813247, -1.153457)
H (-3.693958, 3.620937, 0.051432)
H (-0.933087, 4.306043, -0.713862)
H (-1.771425, 2.973553, -1.163884)
C (-2.941808, 0.291276, 5.176630)
N (-3.141663, -0.499374, 3.949229)
C (-3.991133, -1.681433, 4.189400)
C (-2.561420, -0.241006, 2.790568)
S (-1.130931, 0.818304, 2.839613)
N (-2.956530, -0.788481, 1.637566)
C (-2.103783, -0.819215, 0.454041)
C (-4.351132, -1.172778, 1.350314)
H (-3.913925, 0.465303, 5.635280)
H (-2.473525, 1.243519, 4.970546)
H (-2.329351, -0.267874, 5.883367)
H (-3.753096, -2.059666, 5.181521)
H (-3.792070, -2.468556, 3.470919)
H (-5.048543, -1.423645, 4.183429)
H (-1.054168, -0.830034, 0.727942)
H (-2.302813, 0.042425, -0.190416)
H (-2.326962, -1.726788, -0.103458)
H (-5.030222, -0.805150, 2.108024)
H (-4.456331, -2.252610, 1.257719)
H (-4.633262, -0.719905, 0.399492)
C (2.858685, -2.788035, 0.410298)
C (3.052095, -3.304367, -1.031496)
C (2.469655, -4.725094, -1.079581)
C (4.550598, -3.340449, -1.361489)
C (2.279552, -2.358581, -2.025716)
O (0.873900, -2.430307, -1.777586)
C (2.622470, -2.758082, -3.477415)
C (1.884554, -2.033773, -4.613366)
C (0.450189, -2.352755, -4.837976)
C (-0.444869, -1.328634, -5.270621)
C (-1.729505, -1.616529, -5.604300)
C (-2.185979, -2.962801, -5.526104)
Cl (-3.730518, -3.341160, -6.021320)
C (-1.319092, -3.998079, -5.076539)
C (-0.035574, -3.694450, -4.755394)
C (2.713775, -0.881972, -1.785060)
N (1.643716, 0.080522, -1.504542)
C (1.250571, 0.497569, -0.314545)
N (0.338276, 1.461692, -0.459582)
C (0.195207, 1.562511, -1.820793)
N (0.978852, 0.745404, -2.471755)
H (3.013748, -3.609990, 1.109433)
H (1.841576, -2.412701, 0.563364)
H (3.583401, -2.014355, 0.678792)
H (3.143183, -5.397787, -0.548126)
H (2.377450, -5.129366, -2.089089)
H (1.500110, -4.791732, -0.576622)
H (5.102344, -3.732903, -0.506457)
H (4.958377, -2.349827, -1.583892)
H (4.769040, -4.002756, -2.199747)
H (0.625502, -3.362662, -1.785219)
H (2.459004, -3.827354, -3.593959)
H (3.689440, -2.583801, -3.607705)
H (2.376258, -2.372313, -5.540794)
H (2.027244, -0.952671, -4.576914)
H (-0.075093, -0.315198, -5.360376)
H (-2.401653, -0.847976, -5.963412)
H (-1.680507, -5.017685, -5.032123)
H (0.636161, -4.497914, -4.481434)
H (3.251304, -0.514384, -2.655260)
H (3.373657, -0.821814, -0.927593)
H (1.649364, 0.131933, 0.620103)
H (-0.432800, 2.265949, -2.342027)
C (2.082862, 4.610195, 3.896173)
Sb (1.848768, 2.986836, 2.545752)
C (3.543206, 3.211375, 1.286448)
C (2.344359, 1.336092, 3.785355)
H (3.081465, 4.470431, 4.313620)
H (1.347251, 4.573723, 4.697432)
H (2.039799, 5.566932, 3.378991)
H (4.415898, 3.094604, 1.930021)
H (3.539566, 4.211656, 0.856700)
H (3.562552, 2.467482, 0.493338)
H (3.379494, 1.475558, 4.098311)
H (2.239859, 0.391485, 3.255752)
H (1.694494, 1.341472, 4.658798)

Cartesian forces (eV/Å) of the 6 atoms listed first:
0.1 2.0 -1.1
0.0 -1.3 0.5
-0.2 0.2 0.0
0.1 -0.2 0.2
-0.2 0.2 -0.2
0.1 -0.4 0.1

Relative energy (zero: lowest compared OMol25 entry of this formula, charge and spin)   220.05 kJ/mol
HOMO (alpha / beta)   -0.686 / -0.694 Eh
Total charge   +4
Max |F|   0.0450 hartree/bohr
2S+1   2
Gap between HOMO and LUMO (alpha / beta)   6.04 / 6.26 eV
E   -74033.1481 eV
LUMO (alpha / beta)   -12.614 / -12.614 eV

# C17H49Be2N3O10

A molecular structure, C17H49Be2N3O10 (wB97M-V/def2-TZVPD, the Open Molecules 2025 dataset).

Atoms and positions in Å:
Be (6.938059, 17.764435, -10.786901)
Be (7.852957, 13.544965, -13.477620)
C (8.245571, 16.465489, -12.873708)
O (8.490917, 17.668947, -12.482197)
O (7.455622, 15.764732, -12.139000)
O (8.845225, 15.910474, -13.818946)
C (6.261917, 11.210670, -16.052507)
C (6.631200, 12.613895, -16.510030)
C (5.749101, 13.749481, -16.037529)
O (5.721262, 13.839625, -14.616095)
C (4.738086, 14.697737, -14.106006)
N (7.997997, 12.968349, -16.025962)
H (7.005534, 10.495895, -16.395677)
H (5.263176, 10.975437, -16.422104)
H (6.169465, 11.192086, -14.966159)
H (6.616118, 12.727310, -17.598278)
H (4.732337, 13.629443, -16.422823)
H (6.096092, 14.700109, -16.454839)
H (3.704170, 14.400426, -14.306565)
H (4.799553, 15.701423, -14.542529)
H (4.844934, 14.819744, -13.030211)
H (8.668114, 12.288814, -16.379588)
H (8.167835, 13.713618, -16.706277)
C (12.492513, 12.257081, -13.561082)
C (11.026194, 12.312339, -13.203071)
C (10.798177, 13.167481, -11.978467)
O (9.445797, 13.215327, -11.558462)
C (9.314387, 13.800665, -10.255217)
N (10.246757, 12.993639, -14.280597)
H (12.960637, 13.234729, -13.689849)
H (12.652237, 11.778942, -14.531404)
H (13.044832, 11.666153, -12.829495)
H (10.680718, 11.307846, -12.963497)
H (11.178006, 14.178959, -12.167316)
H (11.420151, 12.777600, -11.164461)
H (9.475094, 12.993946, -9.538049)
H (8.241236, 13.999137, -10.205758)
H (9.890733, 14.716895, -10.135664)
H (10.527250, 12.440023, -15.088219)
H (10.765052, 13.874173, -14.424991)
C (5.645808, 11.046142, -10.281016)
C (6.618155, 11.660164, -11.288210)
C (6.990647, 10.663496, -12.333879)
O (8.020979, 11.184113, -13.175635)
C (8.676194, 10.190144, -13.939980)
N (6.099628, 12.888298, -11.868375)
H (5.526881, 11.574087, -9.337323)
H (6.004223, 10.040658, -10.045878)
H (4.665332, 10.845274, -10.722221)
H (7.516331, 11.895775, -10.713953)
H (6.093335, 10.485492, -12.939712)
H (7.327640, 9.744640, -11.854114)
H (7.990460, 9.713428, -14.648131)
H (9.147794, 9.412629, -13.339778)
H (9.355068, 10.711265, -14.611289)
H (5.131997, 12.760413, -12.164649)
H (5.920901, 13.559108, -11.123654)
C (9.945721, 20.072107, -14.678061)
O (10.225437, 19.781138, -13.318296)
H (10.606967, 20.848794, -15.061743)
H (10.052354, 19.184289, -15.303826)
H (8.970825, 20.570251, -14.740971)
H (9.637192, 19.060330, -13.064691)
C (12.008419, 17.122602, -11.209931)
O (10.738344, 17.116350, -10.614732)
H (12.787916, 17.617372, -10.630654)
H (12.482142, 16.136321, -11.333561)
H (12.009111, 17.511418, -12.230016)
H (10.066869, 17.109577, -11.300552)
C (7.249959, 17.425622, -16.430441)
O (8.577857, 16.949321, -16.403564)
H (6.521300, 16.838935, -15.856748)
H (7.262637, 18.426169, -15.983552)
H (6.902927, 17.486046, -17.459605)
H (8.820139, 16.838937, -15.473803)
C (12.218861, 16.588625, -14.999855)
O (11.424698, 15.467536, -14.674793)
H (12.225972, 16.842580, -16.063667)
H (11.849356, 17.515019, -14.547013)
H (13.240776, 16.422560, -14.665001)
H (10.509634, 15.742700, -14.537452)

Cartesian forces (eV/Å) of the 6 atoms listed first:
3.0 -2.1 -3.8
0.7 -1.1 -0.4
0.6 -0.8 0.6
-1.6 1.8 1.9
-2.0 0.3 1.5
-0.7 -0.5 0.0

Relative energy (zero: lowest compared OMol25 entry of this formula, charge and spin)   0.00 kJ/mol
HOMO   -0.525 Eh
Total charge   +2
Max |F|   0.1021 hartree/bohr
Gap between HOMO and LUMO   2.99 eV
E   -44150.5287 eV
LUMO   -11.295 eV